Record 1
{
  "formula": "C4H17NO4",
  "method": "ωB97M-V/def2-TZVPD",
  "species": ["O", "H", "H", "O", "H", "H", "O", "H", "H", "C", "C", "C", "O", "C", "N", "H", "H", "H", "H", "H", "H", "H", "H", "H", "H", "H"],
  "coordinates": [[-0.9711, 2.1354, 0.3487], [-1.1190, 1.3137, -0.1195], [-1.4327, 2.7939, -0.1706], [-1.8449, -1.0573, -2.0216], [-1.4458, -1.9257, -1.9672], [-2.1053, -0.9699, -2.9385], [-1.5190, 0.2069, -0.3273], [-0.6626, -0.1618, -0.1104], [-1.7914, -0.2655, -1.1140], [1.4641, 1.9964, 0.3265], [0.8974, 0.7203, 0.8953], [0.7224, -0.3919, -0.1473], [-0.2859, -1.1594, 0.3330], [-0.3664, -2.5294, -0.0845], [1.7836, 0.3661, 1.9885], [1.5441, 2.7069, 1.1493], [0.7356, 2.3165, -0.4183], [2.4105, 1.7800, -0.1691], [-0.0650, 1.0185, 1.3112], [1.6332, -0.9747, -0.2852], [0.4919, -0.0123, -1.1427], [-0.7432, -2.6482, -1.1004], [-1.0745, -3.0241, 0.5803], [0.5780, -3.0680, -0.0055], [1.3539, -0.3298, 2.5812], [1.8118, 1.1633, 2.6080]],
  "forces_ev_per_a": [[-0.757, 6.899, 1.892], [-1.318, -0.421, -0.999], [-0.298, 0.341, 0.083], [-0.969, -3.264, -5.069], [-0.212, 0.000, -0.132], [-0.270, 0.270, -0.429], [-5.752, 3.012, -0.394], [-4.685, 2.150, -0.878], [-0.243, 1.236, 1.029], [0.326, -0.584, -1.273], [0.841, 0.736, 0.487], [5.974, 0.554, -0.178], [3.597, -10.310, 3.932], [0.046, 0.221, 0.791], [0.543, -1.099, 0.607], [0.144, 0.230, -0.388], [0.836, 0.498, 0.214], [0.450, 0.220, 0.322], [0.318, -0.809, -0.076], [0.384, 0.003, 0.365], [0.133, 0.257, -0.151], [0.599, -0.424, 0.373], [-0.044, 0.205, -0.040], [0.233, 0.265, -0.040], [-0.117, -0.482, -0.014], [0.241, 0.296, -0.036]],
  "e_tot_ha": -517.99806,
  "homo_lumo_gap_ev": 8.321,
  "e_lumo_ev": 0.02,
  "max_force_ev_per_a": 11.61,
  "e_homo_ev": -8.3
}

---

Record 2
{
  "formula": "C4H18BO17",
  "method": "ωB97M-V/def2-TZVPD",
  "species": ["O", "C", "O", "B", "O", "C", "O", "O", "C", "O", "C", "O", "O", "O", "H", "H", "O", "H", "H", "O", "H", "H", "O", "H", "H", "O", "H", "H", "O", "H", "H", "O", "H", "H", "O", "H", "H", "O", "H", "H"],
  "coordinates": [[0.7844, 2.7849, 0.9457], [0.5347, 1.6692, 0.4255], [-0.6244, 1.3641, -0.1564], [-0.5359, -0.0624, -0.5379], [0.8290, -0.4895, -0.1815], [1.4941, 0.4866, 0.3570], [2.6824, 0.4911, 0.6858], [-0.8787, -0.2739, -1.9843], [-1.9133, -1.0009, -2.1601], [-2.4611, -1.2655, -3.2436], [-2.4623, -1.3598, -0.8181], [-1.6432, -0.8130, 0.1041], [-3.5496, -1.9142, -0.5990], [-4.0895, -5.1188, 0.0193], [-4.1973, -5.0597, 0.9685], [-3.2511, -4.6908, -0.1542], [-6.3961, -3.1033, -0.4949], [-5.7883, -3.8426, -0.4817], [-5.8330, -2.3294, -0.4806], [-0.7129, -1.0771, -5.2452], [-1.4230, -0.8306, -4.6526], [-0.0286, -1.4199, -4.6704], [1.5945, 2.8388, 3.4216], [1.2378, 2.0255, 3.7788], [1.0641, 3.0123, 2.6439], [-2.1983, 3.2367, 2.1035], [-1.5008, 3.7459, 1.6906], [-2.6975, 2.8754, 1.3710], [4.3572, -1.1394, 2.0685], [3.8431, -0.6172, 1.4527], [4.8159, -0.4939, 2.6061], [1.9785, -2.8636, -1.6034], [2.5413, -3.6027, -1.3727], [2.1666, -2.2018, -0.9379], [2.6215, 5.2213, 1.4780], [2.5567, 5.9367, 2.1107], [1.9895, 4.5713, 1.7852], [5.3919, 1.9181, -0.0574], [5.0192, 1.3910, -0.7642], [4.6824, 2.0013, 0.5797]],
  "forces_ev_per_a": [[-0.929, -3.390, -2.113], [-0.432, 4.315, 1.350], [1.678, -0.341, 0.488], [-1.825, -0.575, -0.746], [-0.255, -0.796, -0.254], [2.337, 0.473, 0.456], [-2.706, 0.131, -0.769], [2.359, 1.246, 0.047], [-2.349, -0.899, -3.195], [1.128, 0.530, 2.749], [-2.716, -0.780, 2.107], [-0.244, -0.717, -0.136], [3.163, 1.255, -0.335], [-0.249, -0.287, -0.123], [-0.049, 0.053, 0.265], [0.176, 0.279, -0.156], [-0.673, 0.077, 0.078], [0.441, -0.241, -0.038], [0.317, 0.112, -0.056], [0.604, 0.101, -0.940], [-0.375, -0.115, 0.370], [0.116, -0.055, 0.151], [0.370, 0.247, 0.856], [-0.082, -0.141, 0.129], [-0.124, -0.240, -0.274], [-0.173, 0.045, 0.372], [0.309, 0.053, -0.173], [-0.070, -0.167, -0.200], [0.340, -0.589, 0.342], [-0.266, 0.224, -0.254], [0.121, 0.121, 0.087], [-0.112, -0.116, -0.254], [0.133, -0.194, 0.017], [-0.076, 0.293, 0.219], [0.137, 0.233, -0.245], [0.030, 0.131, 0.165], [-0.017, -0.292, -0.009], [0.417, 0.107, -0.036], [-0.127, -0.144, -0.107], [-0.327, 0.053, 0.165]],
  "e_tot_ha": -1467.49771,
  "homo_lumo_gap_ev": 9.800,
  "e_lumo_ev": 1.51,
  "max_force_ev_per_a": 4.54,
  "total_charge": -1,
  "e_homo_ev": -8.3
}

---

Record 3
{
  "formula": "C4H19FeN4O6",
  "method": "ωB97M-V/def2-TZVPD",
  "species": ["Fe", "C", "C", "O", "H", "H", "H", "H", "H", "C", "O", "N", "N", "H", "H", "H", "H", "C", "O", "N", "N", "H", "H", "H", "H", "O", "H", "H", "O", "H", "H", "O", "H", "H"],
  "coordinates": [[-1.0340, 0.1322, -0.4110], [-1.3370, -1.8949, 3.6764], [-1.2692, -0.6742, 2.6925], [-1.1388, -1.0455, 1.3252], [-2.3798, -2.1162, 3.9035], [-0.9834, -1.6295, 4.6728], [-0.8772, -2.7926, 3.2630], [-0.3599, -0.1472, 2.9814], [-2.0531, 0.0493, 2.9165], [0.9583, -1.2728, -2.4581], [0.1761, -1.0075, -1.6482], [0.9197, -0.8459, -3.6743], [2.0029, -2.0201, -2.1550], [1.6322, -1.1881, -4.3031], [0.1884, -0.2133, -3.9660], [2.8450, -2.0268, -2.7127], [2.1587, -2.1256, -1.1627], [1.8413, 1.2794, 0.8395], [0.8050, 0.9070, 0.2898], [2.1425, 2.5661, 1.0688], [2.8135, 0.5461, 1.2344], [1.4024, 3.2533, 1.0773], [3.1191, 2.7506, 1.2485], [2.7580, -0.4604, 1.1700], [3.6025, 0.9654, 1.7054], [-2.3189, 1.7654, 0.1932], [-3.2444, 1.5392, 0.1009], [-2.3066, 2.7223, 0.2140], [-2.6246, -0.6317, -1.7313], [-2.4325, -1.2486, -2.4376], [-3.5276, -0.8271, -1.4811], [-0.6337, 1.6240, -1.9031], [0.1421, 2.1708, -1.7791], [-0.9869, 1.8970, -2.7497]],
  "forces_ev_per_a": [[0.033, -1.114, 1.816], [-1.229, 0.819, -0.402], [1.423, -0.913, -0.683], [-0.773, 0.856, -0.242], [-0.258, -0.360, -0.388], [0.665, -0.004, -0.099], [0.218, 0.217, 0.091], [0.472, 0.359, 0.098], [-0.584, -0.089, -0.160], [2.913, -0.615, -1.782], [-5.110, 1.001, 4.834], [0.111, 0.798, -3.833], [2.966, -2.089, 1.119], [-0.471, 0.474, -0.294], [0.149, -0.028, -0.120], [-0.263, 0.050, 0.026], [-0.113, -0.161, -0.186], [-2.767, 1.982, -1.277], [0.574, 0.210, 0.518], [-0.309, 1.580, 0.006], [3.225, -3.963, 1.092], [0.511, 0.057, -0.210], [-0.629, 0.814, 0.103], [0.021, 0.251, -0.001], [-0.279, -0.510, 0.001], [-0.367, -0.317, 0.519], [-0.445, -0.130, 0.005], [0.379, 0.454, -0.191], [-0.148, 0.275, 0.123], [0.391, -0.244, -0.317], [-0.385, 0.020, 0.272], [0.011, -0.230, 0.157], [0.721, 0.410, 0.214], [-0.654, 0.140, -0.808]],
  "e_tot_ha": -2097.93015,
  "multiplicity": 6,
  "homo_lumo_gap_ev": [3.044, 7.525],
  "e_lumo_ev": [0.31, 0.18],
  "max_force_ev_per_a": 7.11,
  "e_homo_ev": [-2.7, -7.3]
}

---

Record 4
{
  "formula": "C4H2",
  "method": "ωB97M-V/def2-TZVPD",
  "species": ["C", "C", "C", "C", "H", "H"],
  "coordinates": [[0.9802, 0.2919, 0.3390], [0.8216, 0.0615, -0.9239], [-0.4265, -0.8172, -0.7445], [-1.0838, -0.0900, 0.0867], [1.6618, -0.0011, 1.1310], [-1.9533, 0.5550, 0.1117]],
  "forces_ev_per_a": [[0.382, 0.064, -0.604], [0.360, 0.166, 0.374], [-0.435, 0.200, 0.340], [-0.161, -0.521, -0.395], [-0.399, 0.040, 0.067], [0.254, 0.051, 0.218]],
  "e_tot_ha": -153.31289,
  "smiles": "C#CC#C",
  "homo_lumo_gap_ev": 9.238,
  "e_lumo_ev": 0.11,
  "max_force_ev_per_a": 0.72,
  "e_homo_ev": -9.1
}

---

Record 5
{
  "formula": "C4H20BO18",
  "method": "ωB97M-V/def2-TZVPD",
  "species": ["O", "C", "O", "B", "O", "C", "O", "O", "C", "O", "C", "O", "O", "O", "H", "H", "O", "H", "H", "O", "H", "H", "O", "H", "H", "O", "H", "H", "O", "H", "H", "O", "H", "H", "O", "H", "H", "O", "H", "H", "O", "H", "H"],
  "coordinates": [[-22.8932, 3.4470, -26.4552], [-23.2272, 3.2383, -25.2800], [-23.0078, 2.1618, -24.5197], [-23.7700, 2.3863, -23.2648], [-24.3524, 3.7591, -23.3949], [-24.0343, 4.2837, -24.5217], [-24.3778, 5.4557, -24.9213], [-22.8593, 2.2885, -22.0655], [-23.3591, 1.3731, -21.2379], [-22.8090, 0.9225, -20.2178], [-24.7196, 0.9029, -21.8436], [-24.8369, 1.4257, -23.0815], [-25.4114, 0.0215, -21.3379], [-25.8459, -2.7565, -16.1663], [-25.8911, -2.0084, -16.7617], [-26.7599, -2.9926, -16.0078], [-18.4542, 2.8807, -17.9644], [-18.1354, 2.6814, -17.0842], [-19.2260, 2.3247, -18.0717], [-26.3488, 11.0788, -26.8837], [-26.3181, 11.2717, -27.8208], [-26.0042, 10.1888, -26.8104], [-23.1151, -4.5242, -21.1651], [-23.6729, -3.7647, -20.9969], [-22.4029, -4.4439, -20.5307], [-21.4016, -1.3174, -27.3131], [-21.5637, -0.5007, -26.8409], [-20.6904, -1.7372, -26.8292], [-19.1724, 4.6113, -31.1225], [-19.4871, 3.7099, -31.0543], [-19.8730, 5.1397, -30.7402], [-27.6732, 5.1427, -19.3153], [-26.7625, 5.3218, -19.0810], [-27.6920, 5.2049, -20.2703], [-23.5029, 7.8576, -30.4749], [-24.0032, 7.1069, -30.1548], [-23.8430, 8.0147, -31.3557], [-19.9097, 8.1853, -27.9868], [-20.8406, 8.1445, -28.2060], [-19.8902, 8.2342, -27.0311], [-29.8661, 2.2203, -23.6783], [-28.9261, 2.3387, -23.5418], [-29.9390, 1.8914, -24.5742]],
  "forces_ev_per_a": [[-0.396, -1.252, 2.916], [1.037, 0.857, -3.669], [-0.597, 1.109, -0.289], [0.697, 0.474, 0.245], [-0.151, -0.567, 1.405], [-1.428, 4.878, -1.823], [1.582, -4.942, 1.456], [-0.835, -0.528, -0.168], [1.458, -0.557, 2.011], [-1.745, 1.360, -2.878], [-0.584, -2.689, 0.514], [-0.153, -0.498, 1.548], [1.115, 2.323, -1.273], [0.164, -0.137, 0.157], [0.059, 0.222, -0.211], [-0.209, -0.076, 0.036], [0.167, 0.161, -0.079], [0.091, -0.028, 0.201], [-0.274, -0.133, -0.142], [-0.110, 0.193, 0.136], [0.015, 0.062, -0.218], [0.106, -0.267, 0.090], [0.001, -0.265, -0.148], [-0.181, 0.260, 0.002], [0.170, 0.035, 0.141], [-0.043, -0.153, -0.247], [-0.129, 0.301, 0.133], [0.146, -0.111, 0.121], [0.209, 0.039, -0.202], [-0.057, -0.233, 0.051], [-0.144, 0.200, 0.170], [-0.212, 0.002, 0.201], [0.239, 0.011, 0.057], [-0.016, -0.019, -0.271], [0.160, 0.160, 0.098], [-0.102, -0.241, 0.181], [-0.034, 0.066, -0.225], [0.232, 0.068, -0.162], [-0.285, -0.040, -0.113], [0.017, -0.040, 0.241], [-0.261, 0.065, 0.116], [0.297, 0.012, 0.095], [-0.013, -0.085, -0.203]],
  "e_tot_ha": -1543.88852,
  "homo_lumo_gap_ev": 9.584,
  "e_lumo_ev": 1.89,
  "max_force_ev_per_a": 5.40,
  "total_charge": -1,
  "e_homo_ev": -7.7
}

---

Record 6
{
  "formula": "C4H20BO18",
  "method": "ωB97M-V/def2-TZVPD",
  "species": ["O", "C", "O", "B", "O", "C", "O", "O", "C", "O", "C", "O", "O", "O", "H", "H", "O", "H", "H", "O", "H", "H", "O", "H", "H", "O", "H", "H", "O", "H", "H", "O", "H", "H", "O", "H", "H", "O", "H", "H", "O", "H", "H"],
  "coordinates": [[3.2758, -1.3947, 1.9649], [4.3160, -1.1494, 1.2926], [4.3343, -0.9947, -0.0057], [5.6877, -0.7019, -0.4901], [6.5174, -0.7333, 0.7084], [5.7760, -0.9950, 1.8091], [6.2156, -1.0455, 2.9591], [5.7770, 0.6477, -1.1799], [6.4228, 0.4598, -2.3078], [6.8414, 1.2875, -3.0544], [6.5165, -1.0557, -2.5269], [6.0244, -1.5895, -1.5476], [7.0938, -1.5670, -3.4206], [8.8736, -0.0687, 3.4894], [9.0238, -0.9384, 3.8601], [7.9212, 0.0258, 3.4771], [4.4529, -1.2704, 5.0907], [5.2958, -1.1711, 4.6482], [3.8030, -1.1597, 4.3968], [1.4601, -3.8567, 1.0724], [2.0997, -3.1630, 1.2335], [1.5374, -4.4352, 1.8311], [9.0426, 0.6828, -5.1830], [9.3767, -0.2090, -5.0872], [9.1702, 1.0808, -4.3218], [6.2763, 0.9528, -5.8913], [7.0828, 0.7292, -5.4267], [6.5652, 1.1928, -6.7717], [1.5691, -0.7456, -1.8053], [1.8452, -0.9562, -0.9133], [2.2162, -1.1754, -2.3646], [4.3267, -3.8479, -2.0997], [4.5658, -3.5344, -2.9719], [4.9927, -3.4774, -1.5206], [6.3772, 4.0347, -3.3531], [6.1508, 3.1494, -3.6384], [7.0147, 3.9049, -2.6510], [2.2122, 1.1999, 3.0713], [1.9624, 0.7748, 2.2509], [3.0583, 1.6061, 2.8832], [9.5682, 0.2037, 0.6893], [10.2507, -0.4673, 0.6983], [8.7551, -0.2789, 0.8383]],
  "forces_ev_per_a": [[3.744, 0.739, -1.983], [-3.400, -0.946, 1.873], [-0.288, 0.035, 0.440], [-0.920, 2.011, -0.288], [-0.175, -0.556, 1.461], [1.503, 0.394, 1.043], [-1.173, 0.077, -2.949], [-0.006, -0.493, 1.158], [-0.422, 0.031, -0.357], [0.363, 0.456, -0.202], [2.657, 3.670, -3.339], [-2.115, -4.496, 4.941], [0.690, -1.091, -1.874], [0.480, 0.244, 0.199], [-0.068, -0.191, 0.105], [-0.309, -0.133, -0.062], [-0.150, -0.080, 0.769], [0.046, -0.027, -0.254], [-0.209, 0.058, -0.319], [-0.246, -0.206, -0.207], [0.222, 0.400, 0.106], [0.014, -0.109, 0.171], [0.209, 0.101, -0.364], [-0.039, -0.311, 0.055], [-0.167, 0.173, 0.324], [-0.769, 0.060, -0.251], [0.515, -0.070, 0.312], [0.081, 0.054, -0.133], [-0.304, 0.252, -0.132], [0.135, -0.124, 0.224], [0.179, -0.166, -0.081], [-0.422, -0.356, 0.062], [0.162, 0.082, -0.207], [0.183, 0.161, 0.005], [-0.141, 0.789, -0.154], [0.076, -0.372, -0.014], [0.052, -0.199, 0.107], [-0.166, 0.169, 0.272], [-0.068, -0.244, -0.194], [0.210, 0.120, 0.002], [0.216, 0.251, -0.575], [0.151, -0.100, 0.080], [-0.332, -0.056, 0.230]],
  "e_tot_ha": -1543.92744,
  "homo_lumo_gap_ev": 9.485,
  "e_lumo_ev": 1.42,
  "max_force_ev_per_a": 7.01,
  "total_charge": -1,
  "e_homo_ev": -8.1
}